Below is C16H14N5O6SZn as an isolated structure, with properties calculated with ωB97M-V/def2-TZVPD.

Properties
Maximum force (eV/A): 0.83
Charge: -1
Energy (eV): -95810.1610
HOMO-LUMO gap (eV): 7.517
Energy relative to the best compared isomer or geometry (same formula, charge and spin) (kJ/mol): 15.9

Last column: Löwdin charge in e.
Cartesian coordinates (Å):
Zn (1.0627, 1.2469, -0.7868)  0.50
C (-2.1855, 3.4650, 1.1574)  -0.03
C (-1.0758, 2.5540, 0.7448)  -0.27
N (-0.3896, 2.7006, -0.3277)  -0.04
N (-0.6653, 3.7355, -1.1508)  -0.01
C (0.0370, 3.7093, -2.2819)  -0.88
N (-0.2048, 4.8006, -3.0687)  0.04
S (1.1574, 2.5409, -2.8580)  0.63
C (-0.7336, 1.3724, 1.5800)  -0.21
C (-1.3995, 1.0853, 2.7648)  -0.01
C (-1.0229, -0.0340, 3.4923)  -0.06
C (0.0118, -0.8308, 3.0363)  -0.05
C (0.6279, -0.4741, 1.8461)  -0.09
N (0.2508, 0.5816, 1.1396)  0.08
H (-2.1869, 4.3380, 0.5134)  0.06
H (-2.0707, 3.7802, 2.1967)  0.08
H (-3.1516, 2.9598, 1.0637)  0.09
H (-1.0167, 5.3476, -2.8382)  0.08
H (0.0779, 4.7384, -4.0298)  0.06
H (-2.2020, 1.7236, 3.1077)  0.10
H (-1.5369, -0.2786, 4.4140)  0.10
H (0.3383, -1.7073, 3.5793)  0.10
H (1.4511, -1.0481, 1.4356)  0.13
O (-1.4495, 0.1587, -1.0479)  0.02
C (-1.5707, -1.0308, -0.8479)  -0.21
C (-0.5294, -2.0580, -0.9130)  -0.12
C (-0.9352, -3.3557, -0.6283)  0.03
C (-0.0389, -4.3986, -0.6329)  -0.17
C (1.3149, -4.1686, -0.9361)  -0.01
C (1.7377, -2.9066, -1.2298)  0.01
C (0.8425, -1.7810, -1.2393)  -0.36
O (1.2792, -0.6291, -1.5191)  -0.08
N (-0.4923, -5.7386, -0.3192)  -0.37
O (0.3337, -6.6396, -0.3142)  0.04
O (-1.6752, -5.9134, -0.0655)  0.04
H (-2.5877, -1.4533, -0.6955)  0.12
H (-1.9732, -3.5544, -0.3890)  0.12
H (2.0015, -5.0038, -0.9260)  0.11
H (2.7746, -2.6993, -1.4627)  0.12
O (5.0131, 1.0666, 0.2340)  -0.05
C (3.9739, 1.2185, -0.3952)  -0.57
O (2.8170, 1.4949, 0.0928)  -0.18
H (3.9911, 1.0855, -1.4953)  0.11